{"formula": "C39H50F21N3O14P", "method": "wB97M-V/def2-TZVPD", "fmax_ev_per_a": 6.61, "charge": 1, "lumo_energy_ev": -3.735, "e_tot_ev": -140735.073, "spin_multiplicity": 1, "elements": ["C", "C", "P", "C", "N", "C", "C", "N", "C", "C", "C", "C", "C", "C", "N", "H", "H", "H", "H", "H", "H", "H", "H", "H", "H", "H", "H", "H", "H", "H", "C", "C", "O", "C", "O", "C", "F", "F", "F", "H", "H", "H", "H", "H", "C", "C", "O", "C", "O", "C", "F", "F", "F", "H", "H", "H", "H", "H", "C", "C", "O", "C", "O", "C", "F", "F", "F", "H", "H", "H", "H", "H", "C", "C", "O", "C", "O", "C", "F", "F", "F", "H", "H", "H", "H", "H", "C", "C", "O", "C", "O", "C", "F", "F", "F", "H", "H", "H", "H", "H", "C", "C", "O", "C", "O", "C", "F", "F", "F", "H", "H", "H", "H", "H", "C", "C", "O", "C", "O", "C", "F", "F", "F", "H", "H", "H", "H", "H"], "xyz": [[2.687555, 6.694044, 2.895676], [2.304971, 5.131619, 2.825528], [3.761923, 4.089153, 3.472416], [4.000893, 4.724332, 5.270526], [5.292941, 4.518009, 2.667986], [6.514935, 5.167336, 3.180798], [7.579736, 5.274409, 2.070694], [6.927644, 4.708175, 0.895916], [5.609745, 4.282068, 1.286373], [4.799715, 3.611546, 0.100993], [5.467396, 2.464002, -0.685239], [4.846473, 1.708239, -1.914188], [3.416012, 2.283376, -2.276094], [2.902476, 3.424995, -1.364262], [3.502845, 4.079957, -0.258161], [3.712449, 6.924645, 2.405967], [1.888271, 7.264081, 2.279985], [2.641404, 7.082086, 3.973401], [2.093968, 4.762869, 1.763445], [1.401894, 4.884429, 3.509263], [2.998638, 5.073297, 5.734951], [4.471477, 3.929918, 5.953245], [4.685618, 5.661312, 5.309615], [6.654703, 5.542964, 4.246308], [8.641820, 5.679262, 2.059612], [7.233660, 4.577132, -0.076893], [6.518421, 2.134242, -0.342257], [5.365908, 0.882349, -2.499793], [2.810266, 1.871670, -3.157027], [1.859287, 3.832792, -1.657084], [-1.389551, -2.185920, -1.339276], [0.089188, -1.855913, -1.289662], [0.594527, -1.589873, -2.608053], [0.373462, -0.342349, -3.085286], [-0.211460, 0.518740, -2.476220], [0.995731, -0.167185, -4.470509], [0.749274, -1.212510, -5.285494], [2.343088, -0.039753, -4.410761], [0.541662, 0.926142, -5.111507], [-1.574432, -3.008393, -2.032653], [-1.755966, -2.466352, -0.350488], [-1.972374, -1.332456, -1.695135], [0.642664, -2.717203, -0.907728], [0.293337, -1.017722, -0.617049], [-0.112761, -8.777312, -4.138891], [-1.168116, -7.751557, -4.505850], [-1.820390, -7.250795, -3.328281], [-1.170018, -6.276953, -2.659198], [-0.100946, -5.824828, -2.988209], [-1.994774, -5.806712, -1.464479], [-2.518077, -6.830676, -0.758851], [-3.038073, -5.035537, -1.844215], [-1.275066, -5.073378, -0.590906], [-0.544273, -9.573320, -3.534540], [0.327302, -9.216041, -5.035956], [0.687220, -8.324036, -3.547157], [-1.940620, -8.224325, -5.116897], [-0.747095, -6.932805, -5.096463], [3.291505, -2.671581, -3.216719], [4.332409, -2.726098, -2.114714], [4.852615, -4.054860, -1.972466], [5.822243, -4.407504, -2.844949], [6.250745, -3.684064, -3.708588], [6.317474, -5.821008, -2.551603], [5.306275, -6.687462, -2.328343], [7.103182, -5.859209, -1.452827], [7.044285, -6.337786, -3.559795], [2.506748, -3.411065, -3.039697], [2.841512, -1.685872, -3.270927], [3.734495, -2.904034, -4.188655], [3.868167, -2.465716, -1.160288], [5.139875, -2.007882, -2.286558], [-4.313711, -13.689215, -6.173865], [-3.368610, -14.425973, -5.243995], [-2.282795, -13.575331, -4.845858], [-2.540746, -12.719265, -3.833991], [-3.603308, -12.634720, -3.272365], [-1.291689, -11.915659, -3.482833], [-0.649365, -11.444933, -4.580052], [-0.388803, -12.655994, -2.805048], [-1.560471, -10.839426, -2.707116], [-3.768734, -13.278493, -7.027607], [-5.094514, -14.358287, -6.540074], [-4.789901, -12.847401, -5.664985], [-2.926696, -15.275341, -5.769694], [-3.891908, -14.824881, -4.370489], [-0.864773, 8.566743, 3.751065], [-1.200277, 8.847441, 5.202944], [-2.072069, 7.833395, 5.724059], [-1.475783, 6.691685, 6.124678], [-0.287138, 6.489307, 6.062545], [-2.505696, 5.723072, 6.699164], [-3.616829, 5.634926, 5.935566], [-2.917269, 6.096739, 7.928787], [-2.030689, 4.467239, 6.822434], [-1.772927, 8.455251, 3.164561], [-0.266907, 9.376856, 3.328928], [-0.303729, 7.633492, 3.650852], [-1.737422, 9.795420, 5.278020], [-0.298624, 8.939761, 5.815256], [-4.422965, 2.860868, 4.773700], [-3.805096, 1.859147, 5.730432], [-4.604643, 0.670087, 5.806088], [-4.422764, -0.229754, 4.815531], [-3.650880, -0.082975, 3.900818], [-5.294513, -1.461310, 5.045069], [-6.557395, -1.142247, 5.400894], [-4.806092, -2.244950, 6.031244], [-5.393920, -2.240345, 3.951134], [-5.458570, 3.070037, 5.053466], [-3.860483, 3.793662, 4.775948], [-4.441660, 2.470486, 3.752906], [-3.776307, 2.284124, 6.736227], [-2.774680, 1.619126, 5.452940], [-5.714451, 7.243105, -2.167133], [-4.767165, 6.506345, -1.239544], [-3.689320, 7.362491, -0.830177], [-3.958174, 8.208382, 0.187737], [-5.023324, 8.279596, 0.745744], [-2.717208, 9.019445, 0.550579], [-2.077463, 9.503801, -0.535099], [-1.809260, 8.277053, 1.228228], [-2.995879, 10.082492, 1.328721], [-5.169504, 7.664980, -3.015364], [-6.488508, 6.570883, -2.541737], [-6.199212, 8.076958, -1.653435], [-4.316516, 5.664687, -1.770379], [-5.290706, 6.096279, -0.371281]], "forces_ev_per_angstrom": [[-0.99, 0.20, -0.76], [0.91, 1.08, 0.03], [-1.96, -1.39, 1.63], [0.67, 1.21, 0.45], [4.91, 2.25, -3.82], [2.38, 0.12, -3.20], [-4.25, -1.22, 1.58], [-2.78, -0.02, 4.60], [0.72, 0.00, -1.03], [-0.95, -2.13, -2.21], [-1.03, 0.08, -0.73], [-3.12, 4.46, 2.35], [3.33, 0.65, 3.13], [0.70, -0.84, -0.73], [1.99, -3.12, -1.81], [-1.67, -0.47, 0.91], [1.38, -0.73, 1.08], [0.22, -0.60, -1.61], [0.31, 0.64, 1.51], [1.62, 0.26, -1.01], [1.49, -0.79, -1.03], [-0.78, 1.06, -1.25], [-1.16, -1.47, -0.05], [-0.47, -0.81, -1.81], [-1.84, -0.67, 0.13], [-0.02, 0.24, 0.82], [-1.89, 0.52, -0.55], [-0.73, 1.33, 1.07], [0.97, 0.88, 1.63], [1.96, -0.68, 0.71], [-0.19, 0.26, -0.33], [-0.47, -0.34, 0.81], [0.08, 1.32, -1.02], [-0.71, -0.81, 2.08], [0.67, -0.22, -1.00], [0.09, 0.02, -2.17], [0.00, 0.32, 0.76], [-0.36, 0.24, 0.30], [0.04, -0.40, 0.83], [0.11, 0.06, 0.16], [0.08, 0.00, -0.08], [0.09, 0.00, 0.14], [0.11, 0.07, -0.37], [-0.02, 0.07, -0.30], [0.26, 0.29, 0.45], [0.51, -0.48, -0.69], [-0.02, 1.05, 0.96], [0.73, -0.94, -1.83], [-0.87, 0.11, 0.77], [-1.11, 0.27, 1.74], [0.44, 0.23, -0.59], [0.51, -0.30, -0.31], [0.10, -0.44, -0.68], [0.34, 0.82, -0.44], [-0.07, 0.10, 0.03], [-0.02, 0.10, -0.19], [-0.16, 0.16, 0.32], [-0.07, 0.05, 0.29], [0.25, -0.41, -0.22], [-0.48, 0.56, -0.19], [0.90, -0.66, -0.22], [-0.74, 1.82, -0.13], [-0.01, -0.98, 0.60], [0.61, -2.11, 0.19], [0.15, 0.71, -0.14], [-0.35, 0.51, -0.35], [-0.44, 0.76, 0.29], [0.03, 0.14, 0.09], [0.25, -0.30, 0.17], [0.05, 0.11, 0.10], [0.15, -0.34, 0.03], [0.07, -0.28, -0.08], [0.01, 0.38, 0.06], [-0.66, -0.46, -0.38], [0.50, 0.81, 0.90], [-1.55, -1.34, -0.66], [1.16, 0.39, -0.12], [1.67, 0.95, 0.41], [-0.73, -0.82, 0.24], [-0.69, 0.00, -0.32], [-0.72, -1.28, -0.15], [-0.02, -0.17, 0.01], [0.09, 0.01, 0.04], [-0.03, -0.16, 0.02], [0.26, 0.25, 0.14], [0.14, 0.26, 0.02], [-0.06, -0.31, 0.26], [0.57, 0.66, -0.43], [0.01, -1.24, 0.71], [1.00, 1.71, -0.78], [-0.98, -0.44, 0.23], [-1.47, -1.27, 0.84], [0.69, 0.47, 0.12], [0.49, 0.21, -0.57], [0.26, 0.73, -0.27], [0.14, 0.19, 0.47], [-0.08, -0.01, 0.05], [0.05, 0.10, 0.06], [-0.20, -0.30, 0.13], [-0.17, -0.25, 0.04], [-0.18, -0.21, -0.35], [0.29, 0.77, -0.05], [-0.12, -1.15, -0.44], [1.08, 1.71, 0.06], [-0.78, -0.62, 0.54], [-1.35, -1.68, 0.19], [0.65, 0.28, -0.18], [0.19, 0.61, -0.32], [0.40, 0.73, 0.32], [0.13, 0.06, 0.10], [-0.07, -0.20, 0.00], [0.10, 0.00, 0.10], [-0.19, -0.32, -0.02], [-0.21, -0.17, -0.08], [0.01, 0.38, 0.07], [-0.69, -0.45, -0.41], [0.51, 0.78, 0.92], [-1.53, -1.36, -0.68], [1.18, 0.38, -0.09], [1.42, 1.41, 0.15], [-0.52, -0.43, 0.26], [-0.65, -0.22, -0.91], [-0.31, -0.75, -0.34], [-0.02, -0.17, 0.01], [0.09, 0.01, 0.05], [-0.02, -0.17, 0.02], [0.26, 0.24, 0.14], [0.14, 0.27, 0.02]]}

{"formula": "C39H50GeN8SSeY", "method": "wB97M-V/def2-TZVPD", "relative_energy_kcal_mol": 45.5, "fmax_ev_per_a": 3.49, "charge": 1, "lumo_energy_ev": [-3.503, -3.503], "e_tot_ev": -186909.879, "spin_multiplicity": 1, "elements": ["Y", "C", "C", "C", "C", "N", "C", "C", "C", "C", "C", "C", "N", "C", "C", "C", "C", "C", "N", "H", "H", "H", "H", "H", "H", "H", "H", "H", "H", "H", "C", "N", "C", "N", "S", "H", "H", "H", "H", "H", "H", "Se", "N", "C", "C", "C", "C", "C", "C", "N", "H", "H", "H", "H", "C", "C", "C", "C", "C", "C", "C", "C", "N", "C", "C", "C", "C", "H", "H", "H", "H", "H", "H", "H", "H", "H", "H", "H", "H", "H", "H", "H", "H", "H", "H", "C", "Ge", "C", "C", "C", "H", "H", "H", "H", "H", "H", "H", "H", "H", "H", "H"], "xyz": [[0.832006, -1.482525, 0.437649], [1.105645, -4.635516, -3.013533], [2.193379, -5.404796, -2.709312], [2.940858, -5.094418, -1.588365], [2.484835, -4.124229, -0.706574], [1.257578, -3.549560, -0.922084], [0.634715, -3.765047, -2.083916], [3.246983, -3.705782, 0.494702], [4.337101, -4.396849, 1.061829], [5.060175, -3.802418, 2.076489], [4.574413, -2.580225, 2.634175], [3.376826, -1.988049, 2.167945], [2.862176, -2.503319, 1.009375], [2.745385, -0.885772, 2.940202], [3.200413, -0.580947, 4.217109], [2.584315, 0.517043, 4.847563], [1.591383, 1.220208, 4.201099], [1.122454, 0.809783, 2.943184], [1.596242, -0.333243, 2.397975], [0.685939, -4.796000, -3.974813], [2.491566, -6.184902, -3.442443], [3.907656, -5.630594, -1.387777], [-0.366070, -3.344486, -2.213729], [4.559747, -5.416257, 0.675848], [5.923295, -4.212824, 2.476856], [5.111410, -2.112715, 3.476288], [4.018037, -1.128776, 4.693944], [2.820178, 0.678550, 5.901354], [1.211588, 2.169740, 4.586231], [-0.386764, 1.496236, 1.608857], [-4.768705, 6.764925, -3.276836], [-3.945637, 6.364681, -2.117881], [-4.347016, 6.323933, -0.836345], [-5.628003, 6.000827, -0.630228], [-3.261567, 6.503805, 0.475742], [-4.276845, 6.537449, -4.215154], [-5.067993, 7.808441, -3.117063], [-5.721591, 6.086436, -3.322024], [-2.974231, 6.740045, -2.123468], [-6.144538, 5.563826, -1.372011], [-5.891612, 5.664356, 0.329561], [-3.306703, 4.011066, 1.097131], [0.358379, 1.740974, 2.277097], [0.521437, 3.121130, 2.337832], [1.769471, 3.689994, 2.589846], [1.845845, 5.026207, 2.994205], [0.688139, 5.833850, 3.136334], [-0.557946, 5.308793, 2.786509], [-0.673586, 3.939072, 2.303625], [-1.778824, 3.369295, 1.780399], [2.643368, 3.031981, 2.459839], [2.823259, 5.403764, 3.270139], [0.780355, 6.861912, 3.427592], [-1.470445, 5.867219, 2.815369], [-1.482833, -1.620834, -5.162105], [-1.453898, -0.650836, -4.000091], [-2.651761, -0.041881, -3.572427], [-2.691231, 0.585093, -2.299376], [-3.938543, 1.301361, -1.884185], [-1.563416, 0.657307, -1.530507], [-0.320905, 0.094997, -1.929711], [-0.290890, -0.496912, -3.207101], [0.778493, 0.092638, -1.074849], [1.905598, 0.977430, -1.459799], [2.607274, 0.480851, -2.744058], [1.322003, 2.415462, -1.584657], [2.976975, 0.875199, -0.363933], [-0.700828, -1.321676, -5.838294], [-2.452714, -1.666138, -5.657311], [-1.172496, -2.637620, -4.841380], [-3.576956, -0.017193, -4.173420], [-4.364771, 1.815822, -2.812838], [-3.748641, 2.099691, -1.213463], [-4.657745, 0.591507, -1.479179], [-1.674856, 1.196713, -0.609689], [0.598699, -1.067151, -3.513108], [2.027715, 0.619079, -3.670159], [2.799932, -0.579025, -2.598404], [3.577957, 1.001540, -2.797792], [0.662361, 2.462970, -2.470602], [2.090162, 3.237117, -1.634675], [0.691083, 2.713153, -0.732355], [3.405467, -0.150336, -0.311318], [2.496750, 1.246201, 0.532101], [3.809132, 1.572733, -0.544175], [-3.114620, -4.597468, 2.741904], [-1.444502, -4.083080, 1.768361], [-1.465464, -5.121707, 0.103689], [0.084881, -4.690042, 2.819153], [-1.349429, -2.118989, 1.438857], [-3.103342, -5.632826, 3.093708], [-3.955168, -4.454818, 2.047103], [-3.315762, -3.984693, 3.606327], [-2.064601, -6.030183, 0.158334], [-0.435445, -5.460003, -0.134682], [-1.766720, -4.481882, -0.763039], [1.010654, -4.353501, 2.295090], [0.127998, -5.800211, 2.880800], [0.108752, -4.297941, 3.858536], [-1.387151, -1.705846, 2.459196], [-2.275638, -1.770337, 0.929219]], "forces_ev_per_angstrom": [[-1.96, 0.48, -0.50], [0.45, -0.85, -0.58], [1.02, -0.51, -0.86], [1.42, -0.88, 0.79], [-1.14, -0.33, -0.68], [1.33, 0.49, 0.18], [-0.99, 0.40, 1.05], [0.66, 1.38, 1.03], [-0.72, -0.86, -1.11], [-2.40, 2.53, -0.03], [0.16, -0.53, -0.05], [1.72, -1.90, -0.53], [-0.23, -0.36, 1.25], [-1.29, -0.40, 0.33], [-0.06, 0.38, -0.87], [-0.65, -0.62, 0.43], [0.79, 0.28, 0.87], [0.89, 1.02, -0.21], [1.03, 0.42, -0.15], [-0.89, 0.11, -0.46], [0.02, 0.61, 0.82], [-1.15, 0.64, -0.25], [0.48, 0.38, 0.09], [0.07, 0.99, 0.42], [1.44, -0.90, 0.62], [-0.26, -0.49, -0.68], [-0.49, 0.38, -0.21], [0.07, 0.47, -0.43], [-0.02, -0.57, 0.14], [0.48, -0.38, 0.31], [-2.17, -1.64, 0.97], [1.93, 1.47, 0.14], [-0.56, -1.21, -0.66], [-0.48, -0.70, 1.99], [0.22, -0.14, -0.18], [0.40, 0.38, 0.12], [0.00, -0.25, -0.60], [1.60, 1.36, 0.17], [-0.96, -0.61, -0.37], [-0.17, 0.08, -0.24], [0.45, 0.81, -1.40], [1.01, -0.03, 1.43], [-0.94, -1.69, -1.61], [-0.24, 1.23, 1.37], [-0.68, 0.11, -0.02], [-0.12, 0.15, 0.18], [0.13, -1.49, -0.79], [0.91, -1.72, -0.78], [0.42, 0.99, 0.72], [-0.72, 0.23, -1.54], [-0.28, 0.59, 0.33], [-0.09, 0.24, -0.17], [0.03, 0.25, 0.26], [-0.28, 0.42, 0.09], [0.73, 0.02, 0.48], [-0.99, 0.06, 0.93], [0.55, 0.09, 0.70], [-0.14, 0.12, -1.82], [-0.71, 0.07, -2.09], [0.89, -0.43, 0.08], [-1.30, 0.21, -0.89], [-0.57, -1.07, -0.03], [0.93, -0.22, 0.53], [-0.28, 0.08, -0.28], [-0.01, 0.77, 0.08], [0.60, 0.69, -0.16], [-0.18, 0.61, -0.33], [0.15, 0.09, -0.78], [0.16, 0.03, 0.03], [-0.45, 0.45, 0.01], [0.65, -0.36, 0.19], [0.21, -0.87, 1.17], [0.24, 0.52, 0.97], [-0.24, 0.19, 0.04], [0.40, 0.12, 0.57], [-0.31, 0.42, 0.13], [0.30, 0.08, 0.39], [0.11, -0.22, -0.15], [-0.34, -0.16, -0.38], [0.43, 0.07, 0.27], [-0.45, -0.93, -0.30], [0.18, -0.50, -0.01], [-0.35, 0.52, 0.26], [0.11, -0.39, 0.65], [-0.19, -0.30, -0.18], [0.16, -0.05, -0.58], [-1.25, 0.61, 0.33], [0.85, 0.20, -0.96], [0.91, -0.24, 0.29], [0.44, -0.49, -0.27], [0.04, 0.00, -0.23], [0.17, -0.16, 0.18], [0.09, 0.38, 0.28], [-0.23, 0.19, -0.01], [-0.43, 0.12, 0.17], [-0.11, -0.60, 0.70], [-0.35, -0.25, 0.42], [-0.07, 0.68, -0.08], [-0.06, -0.13, -0.66], [0.01, 0.11, -0.04], [0.49, -0.31, 0.19]]}